No. 1
Computed, not measured: one molecule with the formula C4H8N4 at a distorted geometry, with ωB97M-V/def2-TZVPD.

Output
SMILES: [H]/N=C\N=C(/C)N/C=N/[H]

CARTESIAN COORDINATES (ANGSTROEM)
C (0.01, 0.01, -1.47)
C (-0.08, 0.17, 0.07)
C (1.43, -1.70, 0.32)
C (-1.71, 1.99, 0.14)
H (-0.11, -1.08, -1.71)
H (-0.73, 0.70, -1.96)
H (0.97, 0.30, -1.71)
H (0.69, -0.44, 1.86)
H (1.18, -2.11, -0.70)
H (2.89, -2.97, 0.66)
H (-1.60, 2.31, -0.91)
H (-2.58, 2.19, 1.87)
N (0.74, -0.64, 0.81)
N (2.25, -2.29, 1.15)
N (-0.69, 1.10, 0.76)
N (-2.65, 2.46, 0.82)

---

No. 2
Computed, not measured: one molecule with the formula C4H8N4 at a distorted geometry, with ωB97M-V/def2-TZVPD.

Output
SMILES: [H]/N=C1/NNC[C@H]2N[C@H]12

CARTESIAN COORDINATES (ANGSTROEM)
C (-1.19, 0.21, 0.06)
C (1.64, -0.77, 0.23)
C (1.12, 0.65, 0.55)
C (0.00, 0.76, -0.40)
H (-2.31, 1.46, -0.19)
H (-1.20, -1.76, 0.85)
H (0.77, -2.00, -1.17)
H (2.35, -1.53, 1.02)
H (2.30, -0.47, -0.71)
H (0.60, 0.73, 1.50)
H (0.99, 2.77, 0.07)
H (0.20, 0.46, -1.41)
N (-2.56, 0.49, 0.16)
N (-0.95, -1.30, -0.04)
N (0.47, -1.64, -0.25)
N (1.16, 1.78, -0.25)

---

No. 3
Computed, not measured: one molecule with the formula C4H8N4 at a distorted geometry, with ωB97M-V/def2-TZVPD.

Output
SMILES: C1=C\NNCC/N=N/1

CARTESIAN COORDINATES (ANGSTROEM)
C (-1.31, 0.74, -0.11)
C (-1.71, -0.76, -0.10)
C (1.60, -1.20, 0.32)
C (1.81, 0.09, -0.36)
H (-1.08, 0.76, -1.17)
H (-2.11, 1.37, 0.29)
H (-1.98, -0.98, 0.82)
H (-2.68, -0.63, -0.69)
H (2.43, -2.07, 0.09)
H (2.86, 0.44, -0.93)
H (1.68, 2.16, -0.27)
H (-0.06, 0.45, 1.47)
N (-0.45, -1.20, -0.55)
N (0.26, -1.50, 0.55)
N (1.02, 1.28, -0.01)
N (-0.28, 1.05, 0.65)

---

No. 4
Computed, not measured: one molecule with the formula C4H8N4 at a distorted geometry, with ωB97M-V/def2-TZVPD.

Output
SMILES: [H]/N=N/N(C)[C@H](C)C#N

CARTESIAN COORDINATES (ANGSTROEM)
C (0.21, 0.92, 0.10)
C (-1.65, -0.76, -0.16)
C (1.62, 0.86, 0.69)
N (-0.26, -0.38, -0.29)
N (0.60, -1.01, -1.17)
N (0.33, -2.19, -1.50)
C (-0.73, 1.48, 1.15)
N (-1.32, 2.07, 1.94)
H (0.18, 1.62, -0.75)
H (1.07, -2.55, -2.11)
H (-1.90, -0.91, 0.89)
H (-2.30, 0.01, -0.58)
H (-1.76, -1.69, -0.71)
H (1.65, 0.18, 1.54)
H (1.93, 1.85, 1.02)
H (2.31, 0.50, -0.07)

---

No. 5
Computed, not measured: one molecule with the formula C4H8N4 at a distorted geometry, with ωB97M-V/def2-TZVPD.

Output
SMILES: CN1N=N[C@]2(C)CN12

CARTESIAN COORDINATES (ANGSTROEM)
C (0.90, -1.65, -0.08)
C (0.88, -0.20, -0.14)
C (1.88, 0.69, 0.54)
C (-2.42, 0.55, 0.03)
N (0.55, 0.31, -1.43)
N (-0.65, 0.36, -1.50)
N (-0.33, -0.60, 0.48)
N (-1.32, -0.26, -0.49)
H (0.79, -2.17, -1.04)
H (1.23, -2.11, 0.80)
H (1.37, 1.52, 0.96)
H (2.61, 1.28, -0.04)
H (2.37, 0.04, 1.33)
H (-3.29, -0.11, 0.23)
H (-2.04, 0.98, 1.00)
H (-2.53, 1.38, -0.65)

---

No. 6
Computed, not measured: one molecule with the formula C4H8N4 at a distorted geometry, with ωB97M-V/def2-TZVPD.

Output
SMILES: C/C(CNC#N)=N\N

CARTESIAN COORDINATES (ANGSTROEM)
C (-0.41, -0.54, -1.41)
C (-0.04, 1.75, -0.21)
N (0.69, -1.46, -1.10)
C (-0.37, 0.29, -0.16)
N (-0.23, 0.17, 2.18)
N (-0.43, -0.42, 0.95)
C (0.47, -2.13, 0.33)
N (0.57, -3.14, 0.91)
H (1.54, -1.37, -1.66)
H (-0.98, 0.83, 2.39)
H (0.66, 0.65, 2.25)
H (-1.37, -1.07, -1.50)
H (-0.21, 0.07, -2.29)
H (0.22, 2.04, -1.23)
H (-0.91, 2.33, 0.11)
H (0.81, 1.99, 0.44)

---

No. 7
Computed, not measured: C4H8N4O as an isolated structure at a distorted geometry, with ωB97M-V/def2-TZVPD.

CARTESIAN COORDINATES (ANGSTROEM)
C (0.36, 1.86, -0.41)
C (-0.55, 2.14, -1.49)
C (1.26, -0.59, 1.66)
C (-0.24, -2.24, 0.45)
N (-0.93, -0.22, -1.16)
N (-0.80, 3.17, -2.13)
N (-0.16, 0.01, -0.20)
N (0.23, -0.88, 0.67)
O (-1.14, 0.88, -1.87)
H (0.03, 2.34, 0.43)
H (0.87, -0.80, 2.69)
H (2.14, -1.30, 1.32)
H (1.48, 0.42, 1.65)
H (0.33, -3.01, -0.21)
H (-0.24, -2.66, 1.41)
H (-1.17, -2.10, -0.02)
H (-1.46, 2.98, -2.78)

---

No. 8
Computed, not measured: one molecule with the formula C4H8N4O at a distorted geometry, with ωB97M-V/def2-TZVPD.

Output
SMILES: [H]/N=C(N)\C=N/N(C)C=O

CARTESIAN COORDINATES (ANGSTROEM)
C (-0.89, 2.27, -0.68)
C (1.42, 1.12, -0.58)
C (-0.57, -0.50, 1.06)
C (-0.46, -1.54, 0.12)
H (-0.60, 3.04, 0.04)
H (-0.50, 2.50, -1.64)
H (-1.96, 1.86, -0.71)
H (1.60, 1.42, -1.64)
H (-0.83, -0.79, 2.21)
H (-1.91, -2.61, -1.07)
H (-2.50, -1.72, 0.58)
H (1.28, -1.23, -0.31)
N (0.01, 1.15, -0.30)
N (-0.17, 0.76, 1.06)
N (-1.63, -2.26, 0.03)
N (0.56, -1.75, -0.60)
O (2.12, 0.52, 0.21)

---

No. 9
Computed, not measured: one molecule with the formula C4H8N4OS at a distorted geometry, with ωB97M-V/def2-TZVPD.

CARTESIAN COORDINATES (ANGSTROEM)
C (-1.49, -0.53, 0.04)
C (-0.23, -0.30, -0.32)
C (1.00, 1.60, 0.55)
C (1.79, 0.27, -1.43)
N (-1.87, -1.62, 0.76)
N (0.67, -1.96, 1.11)
N (-2.47, 0.33, -0.40)
N (0.80, 0.48, -0.40)
O (-1.14, -3.73, 2.04)
S (-0.69, -2.51, 1.34)
H (1.90, 1.53, 1.09)
H (1.09, 2.55, -0.06)
H (0.18, 1.67, 1.32)
H (1.36, -0.42, -2.10)
H (2.14, 1.26, -1.97)
H (2.67, -0.13, -0.91)
H (-3.44, 0.22, -0.11)
H (-2.26, 1.31, -0.56)

---

No. 10
Computed, not measured: a 2-piece molecular cluster, C4H8N7O2 overall at a distorted geometry, with ωB97M-V/def2-TZVPD.

Output
charge: +1

CARTESIAN COORDINATES (ANGSTROEM)
C (-0.27, 2.22, -1.25)
C (0.98, 0.59, -0.09)
C (-2.96, 0.65, -1.48)
C (3.60, -1.21, 1.53)
N (-0.53, 3.05, -1.98)
N (1.66, -0.19, 0.52)
N (-2.27, 0.14, -0.54)
N (-1.95, -1.18, -0.68)
N (-0.02, 1.22, -0.47)
N (-1.63, 0.87, 0.93)
N (2.64, -1.08, 0.50)
O (-2.02, 1.93, 1.09)
O (-1.08, 0.03, 1.45)
H (-3.08, 0.18, -2.45)
H (-3.45, 1.56, -1.20)
H (3.57, -0.26, 2.21)
H (3.10, -2.07, 2.24)
H (4.59, -1.60, 1.29)
H (-2.53, -1.93, -0.93)
H (-1.08, -1.48, -0.27)
H (2.75, -1.46, -0.42)

---

No. 11
Computed, not measured: a 2-piece molecular cluster, C4H8NO overall at a distorted geometry, with ωB97M-V/def2-TZVPD.

Output
charge: +1

CARTESIAN COORDINATES (ANGSTROEM)
C (0.98, 0.46, 0.43)
C (1.95, -0.20, -0.10)
C (0.06, 1.41, 0.59)
C (-1.19, -0.36, 0.02)
N (-0.85, -0.63, -1.23)
O (-1.04, -1.31, 0.91)
H (1.89, -1.22, -0.69)
H (3.06, 0.03, 0.10)
H (-0.42, 1.67, 1.41)
H (-0.11, 2.17, -0.09)
H (-2.00, 0.51, 0.24)
H (-0.63, 0.02, -1.91)
H (-0.58, -1.57, -1.53)
H (-1.10, -0.99, 1.84)

---

No. 12
Computed, not measured: an isolated ion of composition C4H8NO and charge +1 at a distorted geometry, with ωB97M-V/def2-TZVPD.

Output
SMILES: C1C[N@@H+]2C[C@@H]2O1
charge: +1

CARTESIAN COORDINATES (ANGSTROEM)
C (0.47, -0.51, -1.12)
C (-0.21, 1.43, 0.44)
C (0.85, -1.23, 0.47)
C (-0.95, 0.11, 0.75)
N (-0.58, 0.42, -0.58)
O (-0.31, -1.03, 1.23)
H (1.22, 0.01, -1.68)
H (-0.01, -1.12, -1.81)
H (-0.84, 2.25, 0.75)
H (0.81, 1.70, 0.63)
H (1.33, -2.14, 0.54)
H (1.54, -0.41, 0.83)
H (-2.03, 0.13, 0.83)
H (-1.29, 0.38, -1.28)

---

Quick rundown of energy above the lowest of the compared OMol25 structures with the same formula, charge and spin, same order as above: 34.0, 168.8, 178.0, 56.9, 103.6, 106.7, 189.2, 109.6, 69.8, 58.1, 83.6, 65.1 kcal per mole
Quick rundown of frontier orbital gap, same order as above: 9.697, 9.451, 8.112, 10.112, 9.919, 8.975, 8.820, 9.651, 8.937, 7.666, 10.037, 11.882 eV
Quick rundown of calculated total energy, same order as above: -10236.76854, -10230.92104, -10230.52542, -10235.77637, -10233.74747, -10233.61524, -12278.23326, -12281.68618, -23115.75344, -18786.12535, -7804.47696, -7805.28072 eV